[1]
Computed, not measured: a cluster of 2 separate species, C3H13N3O in total, with the ωB97M-V functional and the def2-TZVPD basis.

Geometry as XYZ:
```
20
Properties=species:S:1:pos:R:3:forces:R:3:lowdin_spin:R:1
C -0.181 -1.246 1.251 -2.63 2.80 0.44 0.0590
N -0.364 -0.943 -0.186 -0.68 0.30 1.03 0.0110
C 0.326 0.284 -0.635 -2.36 0.05 0.06 0.1640
N 0.017 0.602 -2.003 -0.08 -1.16 -1.73 0.0303
C -1.522 -1.796 1.843 -0.16 2.19 -4.06 0.0203
N -1.892 -3.003 1.048 0.37 -0.75 -0.01 0.0043
H 0.535 -1.957 1.337 2.18 -2.55 0.48 0.0125
H 0.228 -0.397 1.897 -0.86 -0.58 -1.11 0.0260
H 0.153 -1.697 -0.584 0.18 -0.46 -1.01 0.0156
H -0.027 1.184 -0.136 -0.12 -0.34 0.87 0.0513
H 1.291 0.093 -0.289 2.33 0.75 -0.64 0.0584
H -1.026 0.530 -2.132 1.49 0.16 0.40 0.0085
H 0.425 -0.076 -2.688 -0.38 0.72 0.88 0.0169
H -2.325 -1.030 1.581 1.07 -0.41 0.93 0.0051
H -1.276 -1.764 2.875 -0.71 -1.41 1.23 0.0045
H -2.074 -2.886 0.009 0.48 0.65 2.17 0.0023
H -2.665 -3.515 1.445 -0.11 0.07 0.03 0.0012
H 3.119 4.181 -0.960 -0.28 2.32 0.07 0.1253
H 2.682 5.623 -0.303 0.51 -1.05 -0.91 0.0799
O 3.113 5.208 -1.102 -0.24 -1.30 0.86 0.3036
```
Forces are in eV/Å.

Calculated values
spin multiplicity: 2
HOMO-LUMO gap (spin up / spin down): 2.20 / 9.34 eV
LUMO (spin up / spin down): 3.45 / 3.38 eV
charge: -1
<S²>: 0.751



[2]
Computed, not measured: the ion C5H10N with charge +1, with the ωB97M-V functional and the def2-TZVPD basis.

Geometry as XYZ:
```
16
Properties=species:S:1:pos:R:3:forces:R:3:lowdin_spin:R:1
C -0.579 1.670 -0.257 -9.27 0.09 -4.81 0.7991
C 0.583 1.575 0.356 10.20 0.66 4.32 0.8372
C -0.709 0.143 -0.441 0.22 1.44 -2.56 0.0832
C -1.858 -0.534 0.284 1.86 -0.24 -4.22 0.0351
C 1.853 -0.633 -0.213 0.00 2.05 1.62 0.0252
N 0.617 0.116 0.314 1.82 0.00 1.56 0.0876
H -1.083 2.570 -0.511 -0.72 0.03 -0.58 0.0380
H 1.243 2.308 0.880 -0.50 -1.33 -0.33 0.0317
H -0.493 -0.280 -1.522 -0.64 0.83 1.98 0.0277
H -2.163 0.010 1.064 -1.45 2.05 2.97 0.0034
H -1.444 -1.437 0.565 0.18 -2.42 0.76 0.0034
H -2.577 -0.643 -0.510 -0.81 -0.31 0.24 0.0010
H 2.097 -0.317 -1.179 -0.56 0.15 -1.79 0.0026
H 2.811 -0.491 0.274 -0.25 1.17 1.09 0.0003
H 1.750 -1.626 -0.021 -1.07 -3.03 -0.33 0.0015
H 0.299 -0.076 1.275 0.98 -1.15 0.08 0.0228
```
Forces are in eV/Å.

Calculated values
spin multiplicity: 3
HOMO-LUMO gap (spin up / spin down): 7.58 / 9.43 eV
LUMO (spin up / spin down): -2.94 / -7.39 eV
charge: +1
<S²>: 2.006



[3]
Computed, not measured: the molecule C3H4O3, with the ωB97M-V functional and the def2-TZVPD basis.

Geometry as XYZ:
```
10
Properties=species:S:1:pos:R:3:forces:R:3:mulliken_charge:R:1
O -1.070 -1.636 -0.722 0.43 0.43 0.14 -0.4811
C -0.352 -0.825 -0.228 -0.49 -0.23 -0.30 0.5934
C -0.439 -0.291 1.155 0.14 -0.51 0.30 -0.7522
O -0.034 1.673 -0.730 0.43 -0.16 -0.44 -0.4726
C 0.795 0.916 -1.159 -0.23 0.48 -0.03 0.1557
O 0.804 -0.410 -0.932 -0.22 0.08 -0.32 -0.2802
H -0.145 -1.219 1.667 -0.34 0.40 0.72 0.2799
H -1.460 0.027 1.393 0.32 -0.34 0.00 0.2611
H 0.271 0.501 1.391 -0.15 -0.20 -0.16 0.3219
H 1.624 1.190 -1.818 0.12 0.05 0.10 0.3742
```
Forces are in eV/Å.

Calculated values
SMILES: CC(=O)OC=O
HOMO-LUMO gap: 11.77 eV
LUMO: 0.81 eV



[4]
Computed, not measured: the ion C5H13N2 with charge +1, with the ωB97M-V functional and the def2-TZVPD basis.

Geometry as XYZ:
```
20
Properties=species:S:1:pos:R:3:forces:R:3:mulliken_charge:R:1
C -0.546 0.961 -1.042 -2.79 1.77 0.97 -0.7371
C -0.172 0.005 0.004 1.94 -1.16 -0.82 0.5777
C 0.106 -1.469 -0.402 -0.81 0.53 2.74 -1.3685
C -2.640 0.242 0.659 0.01 3.27 -0.91 -0.8242
C 2.361 0.427 -0.035 2.84 -1.78 -0.20 -0.9262
N -1.291 0.757 0.326 1.21 -0.42 -1.04 -0.3019
N 1.150 0.440 0.755 -1.88 0.36 0.29 -0.0935
H -0.408 2.059 -1.100 0.96 -0.89 0.10 0.2741
H -1.109 0.633 -1.902 0.24 -0.65 -0.24 0.3388
H 0.344 -2.054 0.529 -0.08 0.46 -0.81 0.3663
H 0.969 -1.438 -1.026 0.34 -0.35 -0.69 0.3982
H -0.751 -1.962 -0.817 -0.32 -0.04 -0.64 0.4271
H -2.795 -0.768 0.390 -0.14 -1.23 0.31 0.3565
H -2.632 0.594 1.700 -1.03 -1.11 -0.08 0.3192
H -3.413 0.877 0.080 1.27 -0.95 0.99 0.2879
H 3.029 -0.538 -0.032 -2.06 1.31 -0.04 0.2944
H 2.088 0.714 -1.050 0.44 0.18 0.13 0.3942
H 3.028 1.094 0.499 0.17 0.62 -0.61 0.3971
H 0.957 1.433 0.887 -0.13 -0.05 0.71 0.4534
H 1.256 -0.023 1.664 -0.18 0.13 -0.16 0.3665
```
Forces are in eV/Å.

Calculated values
SMILES: C[NH2+][C@]1(C)CN1C
HOMO-LUMO gap: 10.88 eV
LUMO: -3.03 eV
charge: +1



Which formula does entry 4 have? C5H13N2